(1)
Here is a cluster of 9 separate species, C43H82N11O13 in total at a distorted geometry from the OMol25 dataset. Energies are from ωB97M-V/def2-TZVPD.

- E_HOMO: -15.86 eV
- Orbital gap: 0.1960 Ha
- Net charge: +5
- Energy: -88871.16378 eV

Last column: Löwdin charge in e.
Element x y z (Å)
O: 2.40 3.21 -0.16  -0.051
O: 2.96 2.09 1.54  -0.026
O: -0.03 -2.37 -1.09  -0.032
O: -7.17 -0.36 1.71  -0.096
O: 4.20 3.63 0.97  0.000
O: -2.30 -1.11 5.39  -0.011
O: -1.58 0.90 5.28  -0.009
O: 0.43 4.61 -1.95  -0.052
O: 0.50 0.51 0.74  -0.076
O: -4.37 -3.96 -4.89  -0.208
O: -1.81 -2.93 -2.17  -0.082
O: -0.62 -0.65 4.18  -0.111
O: 0.11 -3.02 -3.14  0.016
N: -2.41 -5.12 -3.72  0.197
N: -9.32 -0.29 -0.64  -0.432
N: -0.54 7.64 -1.59  -0.431
N: 3.18 2.98 0.76  -0.654
N: 9.86 3.31 -1.55  -0.094
N: -1.52 -0.28 4.93  -0.660
N: -2.37 -0.84 1.10  -0.363
N: 5.71 -6.58 3.51  -0.088
N: 3.83 -0.17 -2.15  -0.077
N: 2.30 -0.58 4.66  -0.042
N: -0.56 -2.77 -2.14  -0.567
C: 11.06 4.11 -1.41  0.053
C: 4.10 -4.26 3.66  -0.134
C: -1.74 7.76 -0.76  0.009
C: 4.96 -0.71 -2.59  0.019
C: 3.90 1.05 -1.59  0.046
C: 6.57 -7.77 3.47  0.060
C: -10.10 -1.26 -1.42  -0.006
C: -0.94 7.15 -2.92  0.040
C: -3.04 -0.03 2.11  -0.005
C: 1.88 -1.68 5.32  -0.013
C: -1.77 0.02 0.06  -0.108
C: 7.77 2.72 -0.71  0.078
C: 9.69 2.52 -2.62  0.053
C: -3.39 -1.67 0.42  -0.002
C: 0.03 8.98 -1.65  -0.009
C: 5.46 -4.24 3.49  0.030
C: 3.54 -5.50 3.69  0.061
C: -3.75 -5.38 -3.11  -0.321
C: 6.26 1.15 -1.92  -0.142
C: -3.67 -5.64 -1.63  -0.030
C: 3.35 -2.97 3.98  -0.098
C: 8.97 3.38 -0.60  0.007
C: 0.23 5.36 -0.74  -0.210
C: 1.85 0.73 5.31  0.081
C: 6.25 -5.37 3.43  0.015
C: 2.34 -2.88 4.97  0.054
C: 3.69 -1.85 3.28  0.044
C: -4.73 -4.32 -3.60  -0.190
C: -9.91 1.02 -0.88  0.015
C: 4.37 -6.66 3.55  0.059
C: -0.80 1.08 0.57  -0.191
C: -9.31 -0.61 0.80  -0.074
C: -7.95 -0.33 -1.17  -0.005
C: -1.33 -1.76 1.71  0.030
C: 0.54 6.83 -0.94  -0.093
C: 3.09 -0.61 3.63  0.028
C: 5.10 1.73 -1.52  0.051
C: 7.57 1.88 -1.82  -0.126
C: 6.19 -0.08 -2.51  0.057
C: 2.56 -0.86 -2.24  0.028
C: -4.92 -2.68 -5.36  -0.016
C: -8.41 0.34 1.65  -0.170
C: 8.54 1.77 -2.74  0.039
H: -0.98 -2.49 0.98  0.093
H: -7.48 -1.31 -0.95  0.126
H: 7.15 -0.47 -2.89  0.143
H: 2.69 -1.95 -2.38  0.107
H: -3.23 -4.76 -1.11  0.073
H: -9.61 -2.24 -1.30  0.126
H: -1.36 -0.72 -0.65  0.116
H: 10.44 2.57 -3.41  0.169
H: 1.00 3.89 -1.67  0.051
H: 0.81 8.96 -2.44  0.127
H: -8.82 0.46 2.64  0.132
H: -11.14 -1.20 -1.10  0.123
H: 4.46 -1.87 2.54  0.117
H: 2.09 -0.41 -3.13  0.132
H: 0.74 7.44 -0.06  0.137
H: -0.11 7.19 -3.62  0.128
H: -5.98 -2.60 -5.39  0.086
H: -0.74 9.73 -1.96  0.137
H: -1.32 6.17 -2.76  0.099
H: 6.99 2.76 0.06  0.145
H: 11.82 3.56 -0.85  0.135
H: -4.07 -6.34 -3.51  0.151
H: -8.21 1.28 1.16  0.105
H: 10.73 5.04 -0.96  0.119
H: -4.46 -2.61 -6.33  0.099
H: 6.06 -8.60 3.93  0.113
H: -1.46 7.96 0.28  0.136
H: 2.97 1.43 -1.21  0.119
H: 5.97 -3.29 3.56  0.136
H: 2.27 0.66 6.32  0.115
H: 0.50 9.24 -0.70  0.120
H: -3.29 -0.70 2.91  0.105
H: 4.85 -1.63 -3.07  0.138
H: 3.92 -7.64 3.59  0.153
H: -2.25 6.81 -0.79  0.102
H: -4.64 -3.41 -3.05  0.113
H: -2.96 -6.44 -1.47  0.087
H: 2.18 1.62 4.75  0.115
H: 6.68 -8.01 2.40  0.128
H: -0.80 1.89 -0.17  0.123
H: -7.31 0.39 -0.66  0.102
H: 9.23 4.10 0.19  0.169
H: 3.31 0.29 3.10  0.120
H: 8.34 1.19 -3.67  0.155
H: -8.89 -1.64 0.88  0.157
H: -1.66 7.93 -3.20  0.123
H: -1.62 -5.75 -3.56  0.179
H: 11.46 4.30 -2.39  0.107
H: -3.78 -2.38 1.14  0.119
H: -2.95 -2.16 -0.46  0.080
H: 1.90 -3.74 5.48  0.144
H: 1.21 1.09 1.04  0.035
H: -2.51 -4.89 -4.73  0.174
H: -2.12 -4.19 -3.24  0.111
H: 1.95 -0.75 -1.31  0.103
H: -2.29 0.62 2.61  0.099
H: -1.14 1.53 1.52  0.122
H: 2.47 -5.62 3.68  0.138
H: -4.44 -1.94 -4.76  0.077
H: 1.19 -1.58 6.17  0.175
H: -10.36 -0.55 1.13  0.154
H: 1.38 7.00 -1.65  0.158
H: -6.51 0.06 2.29  0.108
H: -4.24 -0.98 0.20  0.111
H: -5.72 -4.73 -3.65  0.139
H: -1.86 -2.16 2.57  0.106
H: -8.01 -0.14 -2.24  0.122
H: -0.51 -1.21 2.13  0.068
H: -0.79 5.16 -0.34  0.133
H: -10.09 1.13 -1.93  0.113
H: -10.91 1.08 -0.40  0.142
H: -4.60 -5.93 -1.13  0.104
H: -9.20 1.74 -0.49  0.107
H: 0.95 5.14 0.02  0.104
H: 7.34 -5.35 3.36  0.160
H: 5.11 2.76 -1.19  0.129
H: 7.53 -7.52 3.92  0.119
H: 0.77 0.71 5.48  0.073
H: -2.60 0.61 -0.36  0.143
H: -2.34 8.53 -1.21  0.112
H: -3.83 0.58 1.71  0.110
H: -10.21 -1.00 -2.52  0.146

(2)
Here is a cluster of 2 separate species, C36H34N4O4 in total at a distorted geometry from the OMol25 dataset. Energies are from ωB97M-V/def2-TZVPD.

- E_HOMO: -6.93 eV
- Orbital gap: 0.2380 Ha
- Energy: -52034.77391 eV

Last column: Löwdin charge in e.
Element x y z (Å)
O: 0.42 -0.88 -2.72  0.091
O: -0.35 1.14 2.47  -0.010
O: 3.15 1.93 -0.02  0.073
O: 4.96 -1.06 -2.88  0.087
N: -4.82 -0.12 -2.03  -0.091
N: 2.68 -1.11 -2.55  0.014
N: 3.99 0.71 -1.77  0.017
N: 2.22 -0.22 2.21  -0.026
C: -3.54 0.25 -1.74  -0.099
C: -1.30 -2.41 2.45  -0.038
C: -1.41 -0.27 -0.72  -0.014
C: -1.39 -1.01 2.44  -0.151
C: 6.10 1.08 3.25  -0.032
C: 6.32 2.43 3.50  -0.070
C: -3.13 -2.03 -0.67  -0.139
C: -3.04 1.53 -2.10  -0.143
C: -3.79 -1.20 2.85  -0.082
C: -0.89 0.99 -1.06  -0.192
C: 5.31 1.27 -1.58  -0.014
C: 2.43 1.06 2.65  0.037
C: 3.27 -1.13 2.27  -0.015
C: -3.69 -2.60 2.81  -0.104
C: 2.94 1.16 -0.96  -0.342
C: 3.95 -0.52 -2.43  -0.416
C: 3.70 1.52 3.01  -0.142
C: -5.41 -1.30 -1.41  -0.161
C: 1.00 -0.61 1.67  -0.078
C: -2.69 -0.66 -1.05  -0.120
C: 4.80 0.59 3.01  -0.166
C: -5.79 0.84 -2.54  -0.170
C: 2.65 -2.29 -3.38  -0.016
C: -4.42 -2.45 -1.36  -0.160
C: 0.51 1.26 -0.71  0.078
C: -3.89 2.47 -2.90  -0.153
C: -0.21 -0.08 2.22  -0.388
C: 5.23 3.33 3.56  -0.070
C: 1.59 0.69 -1.31  -0.038
C: 3.94 2.88 3.32  -0.009
C: 4.51 -0.76 2.70  0.001
C: -5.15 1.83 -3.49  -0.170
C: 1.48 -0.45 -2.25  -0.317
C: -2.44 -3.20 2.63  -0.092
C: -1.76 1.89 -1.72  0.027
C: -2.65 -0.41 2.67  -0.019
H: 3.27 -3.06 -2.91  0.097
H: 3.08 -2.06 -4.36  0.103
H: -6.29 -1.57 -2.00  0.117
H: 1.03 -1.62 1.26  0.100
H: 1.62 -2.61 -3.47  0.087
H: 7.33 2.80 3.66  0.105
H: -2.71 0.68 2.71  0.120
H: -2.34 -2.75 -0.89  0.129
H: 5.84 1.17 -2.53  0.094
H: -4.88 -3.29 -0.83  0.112
H: -4.90 1.33 -4.43  0.118
H: 0.70 2.13 -0.07  0.140
H: 5.22 2.31 -1.29  0.094
H: -6.27 1.38 -1.70  0.131
H: -4.19 -2.80 -2.38  0.119
H: 5.86 0.71 -0.81  0.102
H: -3.29 2.89 -3.72  0.118
H: -1.37 2.88 -1.97  0.125
H: -5.75 -1.06 -0.39  0.132
H: -0.76 -0.96 -0.19  0.110
H: -5.89 2.60 -3.72  0.110
H: -0.32 -2.87 2.33  0.103
H: 3.01 -2.15 1.98  0.130
H: -2.34 -4.29 2.63  0.104
H: 5.29 -1.51 2.76  0.121
H: -4.18 3.32 -2.27  0.121
H: -4.75 -0.71 3.03  0.104
H: -4.58 -3.21 2.94  0.104
H: 1.57 1.72 2.60  0.124
H: -3.27 -2.06 0.42  0.081
H: 5.41 4.38 3.78  0.106
H: -6.57 0.26 -3.04  0.118
H: 6.93 0.37 3.23  0.115
H: 3.08 3.55 3.34  0.124

(3)
Here is the molecule C5H9NS at a distorted geometry from the OMol25 dataset. Energies are from ωB97M-V/def2-TZVPD.

- E_HOMO: -8.89 eV
- Orbital gap: 0.3571 Ha
- SMILES: S/N=C/C1CCC1
- Relative energy (zero: lowest compared OMol25 entry of this formula, charge and spin): 486.1 kJ/mol
- Energy: -17651.15584 eV

Last column: Löwdin charge in e.
Element x y z (Å)
S: -3.39 0.08 -0.24  0.735
N: -1.74 -0.10 0.13  -0.425
C: 0.61 0.48 0.89  -0.230
C: 0.41 -0.93 0.37  -0.310
C: -0.99 -0.99 0.08  -0.367
C: 1.07 1.05 -0.51  -0.190
C: 1.43 -0.50 -0.84  -0.104
H: 1.36 0.91 1.74  0.145
H: 0.55 -1.79 1.00  0.119
H: 0.20 1.84 -0.79  0.144
H: -1.30 -2.00 -0.30  0.139
H: 2.06 1.54 -0.59  0.076
H: 2.60 -0.65 -0.40  0.168
H: -3.45 1.43 0.16  -0.109
H: 1.12 -1.03 -1.86  0.116
H: -0.51 0.65 1.15  0.093

(4)
Here is the molecule C5H10O from the OMol25 dataset. Energies are from ωB97M-V/def2-TZVPD.

- E_HOMO: -9.47 eV
- Orbital gap: 0.3925 Ha
- SMILES: CCOC1CC1
- Relative energy (zero: lowest compared OMol25 entry of this formula, charge and spin): 145.2 kJ/mol
- Energy: -7393.26002 eV

Last column: Löwdin charge in e.
Element x y z (Å)
O: 0.19 0.46 -0.53  -0.111
C: -1.90 -0.09 0.73  -0.096
C: 1.23 0.37 0.44  -0.272
C: -0.86 -0.42 -0.31  -0.374
C: 2.54 0.04 -0.25  -0.079
C: -2.21 0.03 -0.74  -0.093
H: -0.61 -1.47 -0.45  0.150
H: -2.28 1.04 -1.15  0.107
H: 2.76 0.78 -1.03  0.076
H: -1.77 0.83 1.29  0.106
H: 0.98 -0.39 1.19  0.120
H: -2.34 -0.91 1.29  0.097
H: -2.88 -0.69 -1.20  0.099
H: 1.29 1.33 0.96  0.118
H: 2.50 -0.95 -0.71  0.076
H: 3.36 0.05 0.48  0.075

(5)
Here is a structure of composition C37H35As2BrCl2CsN3O5 at a distorted geometry from the OMol25 dataset. Energies are from ωB97M-V/def2-TZVPD.

- E_HOMO: -2.30 eV
- Orbital gap: 0.2210 Ha
- Net charge: -2
- Relative energy (zero: lowest compared OMol25 entry of this formula, charge and spin): 230.4 kJ/mol
- Energy: -270959.06238 eV

Last column: Löwdin charge in e.
Element x y z (Å)
Cs: 0.10 2.50 1.02  1.706
Br: 2.46 8.56 0.53  0.692
As: -0.25 -1.91 1.20  1.321
As: 1.19 -0.78 -2.21  1.372
Cl: -3.03 0.78 0.78  0.513
Cl: -1.52 0.77 3.31  0.515
O: 1.71 3.91 -0.33  -0.370
O: -0.69 4.00 3.10  -0.195
O: 2.85 0.36 1.89  -0.060
O: 1.19 0.52 0.41  -0.570
O: -1.71 4.55 1.17  -0.167
N: -0.30 8.25 3.56  0.048
N: 2.69 2.05 -1.37  0.004
N: 0.16 4.35 -2.63  -0.005
C: 0.17 -2.96 -5.83  -0.106
C: -3.50 -0.22 -2.57  -0.122
C: -0.76 -0.63 -2.17  -0.412
C: -3.02 -1.47 -2.18  -0.108
C: 0.81 -2.68 5.81  -0.121
C: -2.47 -6.15 0.67  -0.118
C: -2.44 -3.74 0.61  -0.140
C: 1.48 -2.44 0.41  -0.416
C: -2.70 1.66 2.31  -1.001
C: 2.48 -3.37 -5.32  -0.113
C: 2.38 0.75 0.79  -0.787
C: -2.61 0.83 -2.74  -0.101
C: -1.66 -1.67 -1.99  -0.151
C: 1.10 7.88 1.67  -0.661
C: 1.73 -2.05 4.97  -0.090
C: 2.38 -2.52 -4.23  -0.141
C: -0.82 7.04 3.35  -0.092
C: -3.12 -4.95 0.43  -0.103
C: -1.25 0.62 -2.54  -0.118
C: -0.48 -4.93 1.28  -0.107
C: 3.28 1.62 -0.11  -0.191
C: 1.39 3.54 -2.69  -0.228
C: -1.01 4.80 2.18  -0.827
C: 1.37 -3.61 -6.12  -0.126
C: -0.75 -2.79 3.97  -0.138
C: 1.98 3.14 -1.34  -0.659
C: -0.44 -3.03 5.30  -0.112
C: 1.17 -1.90 -3.88  -0.367
C: 0.65 8.66 2.72  -0.228
C: 1.47 -2.48 -1.13  -0.406
C: 1.43 -1.82 3.63  -0.086
C: 0.19 -2.21 3.11  -0.391
C: -0.43 6.19 2.32  -0.103
C: -1.11 -3.71 1.01  -0.387
C: 0.57 6.62 1.45  -0.032
C: 0.08 -2.11 -4.72  -0.100
C: -1.15 -6.14 1.11  -0.102
H: 1.05 -2.86 6.85  0.086
H: 2.45 -2.81 -1.49  0.043
H: -0.58 3.79 -2.20  0.038
H: -0.55 1.44 -2.69  0.076
H: 0.33 5.06 -1.93  0.047
H: -1.31 -2.66 -1.73  0.086
H: -1.72 -3.07 3.59  0.095
H: 0.93 5.97 0.65  0.103
H: -1.59 6.71 4.04  0.115
H: 4.16 1.01 -0.33  0.097
H: -2.29 2.64 2.07  -0.071
H: -4.16 -4.94 0.11  0.092
H: -1.18 -3.50 5.95  0.088
H: 1.07 9.65 2.88  0.084
H: -3.71 -2.30 -2.05  0.095
H: 2.13 -1.28 3.00  0.071
H: 3.42 -3.85 -5.55  0.089
H: -2.95 -2.81 0.43  0.081
H: -4.56 -0.06 -2.72  0.094
H: 2.22 -1.73 0.79  0.040
H: 1.20 2.64 -3.27  0.077
H: -3.62 1.74 2.87  0.025
H: 3.27 -2.33 -3.63  0.090
H: 0.54 -4.94 1.65  0.095
H: 2.14 4.12 -3.23  0.098
H: -2.99 -7.09 0.52  0.087
H: 2.69 -1.74 5.36  0.097
H: -0.64 -7.07 1.31  0.090
H: -0.87 -1.62 -4.52  0.090
H: 3.60 2.47 0.51  0.107
H: 1.76 -3.42 0.78  0.051
H: 1.43 -4.29 -6.97  0.086
H: 0.75 -3.22 -1.48  0.049
H: -0.70 -3.11 -6.46  0.091
H: -2.97 1.81 -3.04  0.103

(6)
Here is a cluster of 9 separate species, C35H74N8O10P in total at a distorted geometry from the OMol25 dataset. Energies are from ωB97M-V/def2-TZVPD.

- E_HOMO: -10.70 eV
- Orbital gap: 0.3047 Ha
- Net charge: +1
- Energy: -79170.83685 eV

Last column: Löwdin charge in e.
Element x y z (Å)
P: -0.27 1.32 0.19  1.171
O: 2.70 -4.75 0.09  -0.018
O: -3.69 -1.51 -7.36  -0.010
O: 2.00 -0.09 -0.20  -0.211
O: -5.39 5.26 -6.88  0.023
O: 4.78 -4.87 3.51  -0.007
O: -1.81 0.53 2.36  -0.117
O: 1.10 -4.29 8.01  0.005
O: 2.10 8.91 0.62  0.015
O: -1.51 0.93 -3.08  -0.039
O: -1.66 6.11 -0.04  0.025
N: -0.49 5.96 1.91  -0.192
N: 3.89 7.54 0.97  -0.207
N: -2.38 -0.40 -8.87  -0.199
N: -1.16 -4.08 7.72  -0.201
N: -4.22 5.11 -4.93  -0.200
N: 4.39 -6.10 -0.63  -0.190
N: -3.68 0.51 -3.66  -0.183
N: 3.57 -6.09 5.02  -0.193
C: 4.28 -6.98 0.52  -0.037
C: -2.29 -4.16 6.82  -0.058
C: -4.58 6.46 -4.51  -0.036
C: -3.97 -1.95 0.46  -0.063
C: -3.37 4.32 -4.07  -0.060
C: -2.68 -1.43 -8.04  -0.342
C: -3.31 0.72 -8.96  -0.032
C: -1.25 -1.73 1.34  -0.047
C: 2.79 -6.10 6.24  -0.060
C: 5.38 -6.39 -1.65  -0.051
C: -1.38 -3.72 9.11  -0.037
C: -0.95 5.50 0.73  -0.364
C: 3.56 -5.04 -0.73  -0.348
C: 2.76 7.93 0.33  -0.357
C: 0.11 -4.34 7.31  -0.352
C: -1.62 -2.92 0.58  -0.050
C: -4.68 4.65 -6.12  -0.356
C: 3.79 -7.34 4.31  -0.039
C: 4.38 8.33 2.08  -0.040
C: -2.17 -0.64 1.66  -0.274
C: -4.20 1.00 -2.40  -0.037
C: 2.52 -1.42 -0.33  -0.211
C: -0.49 0.96 2.02  -0.299
C: -0.86 7.31 2.33  -0.026
C: 0.69 0.03 -0.75  -0.348
C: -2.34 0.53 -3.87  -0.332
C: 4.11 -4.95 4.52  -0.344
C: 0.37 5.17 2.77  -0.056
C: -3.57 -0.75 1.22  0.002
C: -4.61 0.01 -4.66  -0.036
C: 4.62 6.35 0.57  -0.064
C: -1.16 -0.37 -9.65  -0.054
C: -3.02 -3.02 0.11  -0.057
C: 3.54 -1.74 0.84  -0.183
C: 2.95 -1.30 2.27  -0.081
H: -1.42 -0.31 -10.71  0.093
H: -0.57 -1.26 -9.48  0.085
H: -5.17 -0.82 -4.24  0.098
H: 3.61 8.37 2.86  0.090
H: -3.86 4.19 -3.10  0.081
H: 6.37 -6.38 -1.19  0.094
H: -2.42 4.84 -3.93  0.095
H: -4.14 6.69 -3.55  0.088
H: -1.97 -4.45 5.82  0.082
H: -0.41 7.54 3.29  0.092
H: 4.86 -7.53 4.25  0.098
H: 4.14 5.86 -0.27  0.080
H: -3.17 3.34 -4.51  0.068
H: -5.03 -2.03 0.11  0.105
H: -2.78 -3.19 6.78  0.089
H: 3.12 -1.54 -1.28  0.133
H: -0.13 5.04 3.74  0.095
H: -3.91 2.05 -2.28  0.069
H: -2.06 0.13 -4.86  0.140
H: -3.77 0.42 -1.59  0.069
H: 3.74 -2.85 0.89  0.093
H: 3.29 -8.16 4.83  0.090
H: 2.71 -5.10 6.67  0.061
H: -4.34 3.62 -6.34  0.122
H: -5.30 0.81 -4.94  0.095
H: -3.31 -3.91 -0.49  0.104
H: -2.93 1.47 -9.66  0.092
H: 3.27 -6.76 6.97  0.099
H: 0.56 4.19 2.33  0.055
H: 0.17 -4.61 6.24  0.127
H: 3.38 -7.25 3.30  0.076
H: 5.29 7.89 2.49  0.088
H: -1.03 -4.53 9.75  0.096
H: 2.47 7.26 -0.50  0.131
H: -1.51 1.65 -0.44  0.054
H: 1.85 -1.12 2.09  0.026
H: -5.29 0.93 -2.38  0.097
H: -5.67 6.53 -4.44  0.095
H: 5.19 -7.39 -2.06  0.092
H: 3.72 -4.44 -1.64  0.133
H: 0.82 0.45 -1.80  0.115
H: -4.08 -0.32 -5.56  0.050
H: 4.66 5.66 1.41  0.085
H: 5.64 6.64 0.29  0.092
H: -0.58 0.51 -9.37  0.091
H: 5.35 -5.66 -2.45  0.084
H: -2.44 -3.55 9.29  0.088
H: -4.28 0.35 -9.31  0.099
H: 3.45 -0.39 2.68  0.077
H: -0.61 4.47 0.50  0.091
H: -4.24 7.17 -5.26  0.096
H: -2.99 -4.91 7.19  0.092
H: -0.51 8.02 1.58  0.091
H: 0.15 -0.94 -0.89  0.107
H: -4.31 0.05 1.47  0.121
H: 1.32 5.69 2.91  0.089
H: 3.00 -2.14 3.01  0.070
H: 3.27 -7.39 0.56  0.095
H: 4.45 -6.39 1.43  0.068
H: 4.58 9.35 1.74  0.097
H: -3.44 1.17 -7.98  0.080
H: -0.85 -3.69 0.35  0.113
H: -0.19 -1.65 1.68  0.090
H: 4.50 -1.17 0.72  0.112
H: 0.29 0.27 2.45  0.102
H: 5.01 -7.78 0.46  0.094
H: 3.89 -4.07 5.14  0.133
H: -1.95 7.37 2.40  0.097
H: -0.35 1.94 2.56  0.107
H: 1.79 -6.47 6.02  0.085
H: -1.92 -2.22 -8.04  0.134
H: 0.51 2.52 0.12  0.036
H: -0.82 -2.82 9.34  0.094
H: 1.75 -2.23 -0.31  0.114